{"formula": "C33H87N4O24P5", "method": "ωB97M-V/def2-TZVPD", "species": ["O", "H", "H", "H", "H", "O", "H", "H", "O", "O", "C", "C", "O", "O", "C", "H", "C", "C", "H", "H", "O", "H", "C", "H", "H", "C", "H", "H", "C", "H", "O", "N", "O", "C", "P", "N", "P", "H", "C", "H", "O", "H", "O", "H", "C", "H", "O", "H", "C", "O", "H", "H", "O", "C", "H", "H", "O", "H", "H", "H", "H", "C", "C", "H", "C", "O", "C", "C", "H", "H", "H", "H", "H", "H", "H", "C", "C", "H", "O", "P", "N", "H", "H", "O", "C", "H", "H", "C", "O", "H", "H", "O", "H", "H", "O", "H", "C", "C", "H", "H", "P", "H", "H", "C", "H", "O", "O", "H", "H", "H", "H", "H", "H", "H", "H", "H", "H", "H", "C", "H", "H", "H", "H", "C", "H", "H", "H", "C", "H", "H", "H", "H", "H", "H", "H", "H", "H", "N", "C", "H", "H", "H", "H", "C", "C", "H", "O", "H", "C", "P", "H", "C", "H"], "coordinates": [[3.6774, 0.5324, -3.8376], [-5.2224, -1.6828, 4.0222], [3.6173, -1.0324, 0.8373], [-2.6937, -3.7972, -6.8669], [-3.7775, -4.7773, -5.9161], [1.2831, 7.0275, 3.5795], [-5.6280, -1.4464, -5.3659], [0.8331, 3.9382, -2.4241], [6.1801, -0.2420, -4.1516], [-4.2656, -2.0773, -4.0396], [0.6387, -5.4567, -1.7248], [-3.0679, 4.1701, 2.6264], [0.4660, -6.4044, -5.7681], [2.3515, 7.6006, 1.2596], [-0.4861, -0.0435, 1.9898], [-4.7461, -2.8622, -5.8986], [1.0744, 4.0990, 1.9134], [0.2050, 2.5675, 5.6835], [-3.6719, -5.1573, -7.5651], [2.0514, 2.6253, 6.4974], [-0.1058, 6.7546, 1.3839], [5.3713, -3.1592, -2.7928], [-5.7209, -2.4179, 4.6540], [-0.0832, -5.7574, -0.9656], [4.2984, 8.2773, 1.1800], [-2.0341, -3.1604, -1.9168], [-0.0819, 0.9493, 2.1873], [3.3993, 2.9659, 0.8600], [2.0380, 1.1411, 4.9853], [4.3709, -1.8342, -2.1218], [1.4009, -4.3212, -1.3274], [-0.2157, -0.5134, 0.6494], [2.7890, -2.7432, 0.0309], [-3.4395, 1.0800, -1.8572], [4.5909, -0.4200, -4.4940], [-2.3855, 4.4374, 3.7273], [1.3148, 6.6856, 2.1114], [-5.2906, -1.5451, 6.6153], [-2.3295, 5.7292, 4.3808], [-3.1395, -2.9770, 6.9488], [4.5704, -0.3363, -6.1086], [-0.7439, -0.4103, 6.2292], [-2.7861, -1.9735, -1.9063], [-7.5374, -1.2539, 5.3341], [3.2328, -2.0056, 1.1426], [0.0359, -6.3128, -8.4802], [4.2993, -2.0128, -4.2442], [2.2716, 4.2875, -3.3716], [0.1419, 0.2812, -0.3552], [-0.2627, -4.4959, -7.5298], [-7.6124, -2.9687, 5.4354], [-0.2273, -1.5198, 0.5649], [0.3180, -3.2759, 0.8070], [-3.4725, -2.5040, 6.0250], [5.8169, -0.8112, -7.7061], [4.6615, -2.0592, -7.3517], [1.9186, 5.1980, 1.7925], [4.9502, 3.5058, 0.3567], [-1.8109, 3.6963, 4.1025], [-0.2109, 0.0947, -2.4108], [1.7388, 0.1373, 5.2868], [6.7571, 1.0397, -3.8029], [-4.6417, -1.9104, -5.3779], [0.4717, -2.3539, -5.0181], [-0.2608, 3.5344, 6.8055], [-0.5966, -4.1484, -4.9781], [-1.2745, -1.3504, 6.0787], [5.3025, -1.3111, -6.8853], [-3.5912, 2.0981, -2.2157], [0.3632, -1.4236, -1.7558], [0.8460, -5.0208, -9.1996], [-2.8323, 6.4848, 3.7772], [1.4884, 2.6442, -3.5105], [3.7097, -3.2902, -2.8220], [3.1226, 1.2448, 4.9547], [-2.7650, 2.9249, 1.8393], [0.5456, -3.3991, -4.7178], [-1.3217, 8.2860, 0.8376], [2.3957, -5.1253, 0.8607], [1.5784, -3.8349, 0.1706], [2.4636, 2.9132, -1.7576], [1.9655, 2.2107, -1.2298], [0.8361, -3.3596, -3.6679], [-2.0822, -5.8268, -6.2773], [-0.1038, -5.2589, -8.7208], [0.1203, -5.2348, -2.6576], [-3.9594, 1.0040, -0.9023], [-5.0352, -2.4431, 6.0527], [-3.7840, 4.9961, 2.0805], [3.8854, 7.7148, 2.7525], [3.2858, 9.2581, 2.1620], [-0.5528, 2.1986, 4.7673], [0.5619, -6.2060, 1.3540], [0.9555, 3.7228, 0.8973], [-4.0666, 0.0472, -2.7427], [1.5081, -0.0410, -1.9770], [1.7235, 3.4920, -2.8670], [-1.1758, 7.6524, 1.7124], [-0.9544, 8.3028, 2.5586], [-0.9245, -1.9790, 6.8976], [-0.5088, -5.3090, -6.1421], [6.0114, -1.9093, -6.3128], [-2.1506, 7.1981, 1.8901], [-3.0565, -4.8163, -6.7326], [-1.1724, -3.0358, -1.2610], [4.0359, 4.4547, -1.6817], [0.2559, 1.4596, -0.3388], [-2.5915, -3.9340, -1.3885], [-1.6864, -3.4856, -2.8973], [1.2916, -6.2614, -2.0628], [-1.2998, 3.3942, 7.1039], [7.0408, 1.6854, -4.6340], [0.1268, 4.3426, 2.3940], [-3.1986, 2.0058, 2.2336], [-1.5579, 0.0816, 2.1431], [-0.2650, 4.5762, 6.4849], [-3.9619, -1.2623, -5.9310], [1.3945, -3.8420, -5.2387], [3.5115, 3.4797, -1.2008], [2.4529, -1.8465, 1.8873], [-0.9252, -5.1073, -9.4212], [-3.2027, -3.1826, 5.2158], [7.6348, 0.9275, -3.1663], [-2.8176, -1.1104, 5.9290], [-2.8238, 5.5795, 5.3407], [-1.2792, 5.9199, 4.6015], [-0.9213, -1.7472, 5.1269], [4.1082, 2.8928, 0.0353], [1.6142, 1.2922, 3.9926], [-1.6924, 2.8550, 1.6583], [0.4382, 3.5570, 7.6415], [-3.1629, 3.0645, 0.8341], [1.5572, 3.3543, 2.5463], [-2.4144, 0.7693, -1.6554], [-3.2104, -0.6142, 6.8165], [2.0211, -6.5227, 2.3801], [3.9592, -2.6095, 1.6864], [1.4264, 2.1209, 5.8850], [0.4963, -0.3429, -1.7063], [-5.5739, -3.3771, 4.1576], [1.9273, -7.1768, 0.7883], [4.4149, 1.8680, -0.1742], [-5.3868, -3.2770, 6.6602], [1.6471, -6.3051, 1.3797], [-7.2283, -2.1602, 4.8133], [-0.1452, -0.7151, 2.7778], [-1.9545, -0.7103, -4.0227], [-3.1308, -0.5011, 5.0813], [3.4667, 8.2202, 1.8822], [-3.1499, -1.1926, -3.2645], [-7.7738, -2.1712, 3.8697], [4.4888, -2.5380, -2.9458], [6.0994, 1.6982, -3.2356]], "forces_ev_per_angstrom": [[0.8, -0.8, -0.4], [-0.1, 0.2, 0.0], [0.1, -0.3, -0.2], [0.5, -0.3, -0.2], [0.1, 0.1, 0.2], [-0.2, -0.5, -2.2], [0.0, 0.1, -0.2], [-0.3, 0.0, -0.4], [-0.8, 0.2, 0.2], [1.7, -0.1, 1.8], [-0.3, -0.4, -0.8], [-0.2, 0.6, -2.0], [-2.1, 2.2, -1.2], [-1.2, -0.8, 0.6], [-0.7, 0.7, 0.3], [0.2, -0.1, 0.3], [-0.5, -1.1, -0.1], [-2.8, 1.0, 0.5], [0.7, -0.2, -0.4], [-0.4, -0.1, 0.1], [0.8, -0.7, 0.2], [0.6, 0.6, -0.5], [0.0, 0.4, 1.1], [0.1, -0.1, 0.0], [-0.3, -0.3, -0.4], [0.8, -0.9, 0.9], [0.3, -0.1, -0.3], [-0.2, -0.5, 0.0], [-0.6, 0.1, -0.2], [0.1, 0.3, -0.3], [0.4, 1.0, 0.3], [-0.1, -0.3, 1.2], [-1.9, -1.8, -1.0], [-0.6, -1.6, 0.3], [0.5, -0.1, -0.7], [0.7, -0.6, 0.6], [1.2, 0.2, 1.7], [-0.3, 0.2, 0.0], [-0.2, -1.0, 0.6], [0.1, 0.1, 0.0], [0.0, -0.8, 0.9], [0.0, 0.2, -0.1], [-1.2, 1.0, -1.2], [0.5, 0.3, 0.0], [0.0, -0.1, 1.5], [-0.5, -0.2, 0.0], [1.1, 2.0, -0.5], [0.2, -0.4, 0.1], [0.7, -3.3, -2.1], [-0.1, -0.2, 1.6], [-0.2, -0.1, -0.1], [0.2, 0.0, -0.4], [2.4, -1.8, -0.8], [-1.5, 0.2, -0.5], [0.0, 0.3, 0.3], [-0.6, 0.3, 0.2], [-0.2, 3.2, 0.1], [0.1, -0.2, -0.4], [0.1, -0.1, 0.1], [0.2, 0.0, -0.2], [0.2, -0.1, 0.1], [-0.2, 0.9, 0.5], [-0.7, 0.8, -0.8], [-0.5, -0.1, -0.3], [0.2, 0.6, -0.7], [-1.5, -1.6, -1.7], [-0.4, 1.4, -0.9], [0.1, -0.3, -0.3], [0.3, -0.4, -0.5], [0.2, -0.1, 0.0], [-0.1, 0.6, 0.0], [0.2, -0.1, 0.2], [-0.2, 0.4, -0.4], [-0.4, 0.2, 0.1], [-0.2, 0.0, 0.1], [0.2, -0.4, -0.4], [2.2, 1.0, -0.1], [0.1, 0.1, 0.0], [-2.3, 1.0, 0.0], [0.5, 0.1, 0.9], [-1.0, -0.9, 0.1], [-0.1, 0.0, -0.1], [-0.5, -0.4, 0.2], [1.9, 1.7, -0.5], [0.8, -0.9, -0.3], [-0.3, 0.5, 0.2], [-0.1, -0.1, 0.0], [0.8, 0.1, -0.4], [-0.7, 0.8, 0.2], [-0.6, -0.3, 0.1], [-0.6, -0.1, 0.1], [1.1, 0.4, 0.9], [0.1, 0.4, 0.1], [-0.5, -0.4, 0.2], [1.0, -0.3, 0.3], [0.0, -0.1, 0.0], [-0.1, -0.3, 0.6], [-0.1, 1.2, -0.3], [0.3, -0.2, 0.1], [-0.6, -0.3, 0.0], [-0.2, -1.2, 1.1], [0.1, 0.4, 0.3], [0.5, -0.8, 0.0], [-0.8, -0.6, 1.4], [0.2, 0.3, -0.2], [0.9, 1.7, -0.8], [0.0, 4.2, 1.4], [-0.4, -0.2, -0.5], [-0.3, 0.1, -0.1], [0.3, -0.1, 0.7], [0.2, -0.6, 0.1], [0.0, -0.7, -0.6], [-0.2, 0.0, -0.2], [0.3, 0.0, 0.2], [-0.2, -0.1, 0.0], [0.2, 0.0, -0.6], [0.1, -0.1, 0.1], [0.2, 0.1, 0.0], [0.9, 0.5, 0.3], [-0.4, 0.2, -0.2], [0.0, 0.1, 0.3], [0.4, 0.1, -0.2], [0.0, -0.7, -0.2], [0.8, -1.6, 1.5], [-0.2, 0.6, 0.1], [0.0, 0.6, -0.3], [0.2, -0.2, 0.1], [-0.1, -0.2, 0.7], [0.2, 0.0, -0.1], [0.1, -0.4, 0.4], [-0.3, -0.4, 0.2], [-0.3, 0.1, 0.2], [0.1, -0.1, -0.1], [0.1, 0.6, -0.3], [0.2, 0.4, 0.1], [-0.2, 0.4, 0.1], [0.5, 0.2, -0.2], [2.1, -0.8, -0.5], [-0.7, -0.5, 0.5], [0.0, -0.1, 0.0], [0.0, 0.2, -0.3], [0.0, -0.1, 0.4], [-0.3, -0.2, -0.2], [0.9, 0.3, -0.3], [0.0, -0.5, 0.0], [0.2, -0.2, -0.3], [-1.4, -1.2, 0.5], [0.4, -0.3, -0.2], [1.1, 0.6, 0.2], [0.1, 2.0, -0.3], [0.1, -0.1, -0.1], [-0.9, -1.4, 1.0], [-0.6, -0.5, 0.1]], "lowdin_charge": [-0.228, 0.097, 0.093, 0.083, 0.073, -0.279, 0.094, 0.083, -0.230, -0.212, -0.074, -0.572, -0.263, -0.211, -0.058, 0.063, -0.130, -0.525, 0.090, 0.141, -0.207, 0.092, -0.253, 0.093, 0.086, -0.106, 0.062, 0.057, -0.045, 0.083, -0.236, 0.050, -0.230, -0.035, 0.462, 0.021, 0.481, 0.100, -0.051, 0.101, -0.213, 0.041, -0.202, 0.068, -0.106, 0.084, -0.219, 0.083, -0.587, -0.236, 0.066, 0.068, -0.271, -0.235, 0.088, 0.083, -0.214, 0.085, 0.087, 0.067, 0.080, -0.087, -0.114, 0.101, 0.013, -0.244, -0.103, -0.101, 0.093, 0.055, 0.090, 0.074, 0.079, 0.074, 0.089, 0.007, -0.136, 0.090, -0.239, 0.531, 0.020, 0.086, 0.068, -0.224, -0.102, 0.069, 0.080, -0.219, 0.018, 0.085, 0.086, -0.003, 0.080, 0.084, -0.236, 0.075, -0.042, -0.079, 0.090, 0.070, 0.523, 0.081, 0.067, -0.093, 0.053, 0.031, 0.044, 0.100, 0.073, 0.104, 0.086, 0.088, 0.069, 0.079, 0.075, 0.069, 0.094, 0.087, -0.619, 0.078, 0.093, 0.105, 0.084, -0.232, 0.081, 0.072, 0.059, 0.006, 0.059, 0.063, 0.071, 0.077, 0.079, 0.061, 0.097, 0.084, 0.091, 0.018, 0.031, 0.101, 0.083, 0.074, 0.102, -0.069, -0.123, 0.075, -0.252, 0.102, -0.122, 0.462, 0.064, -0.116, 0.077], "smiles": "COP(=O)(OC)OC.COP(=O)(OC)OC.COP(=O)(OC)OC.COP(=O)(OC)OC.COP(=O)(OC)OC.CNC(C)=O.CNC(C)=O.CNC(C)=O.CNC(C)=O.CCCCCC", "homo_ev": -8.40, "lumo_energy_ha": 0.0106, "multiplicity": 1, "charge": 0, "homo_lumo_gap_ev": 8.69, "e_tot_ev": -137188.1041}